No. 1
The following is a DFT calculation (ωB97M-V/def2-TZVPD) of a molecular structure, C4H9NO.

XYZ file:
```
15
Properties=species:S:1:pos:R:3
O -1.125 0.332 1.248
N 0.117 0.629 -1.284
C 0.591 -0.544 -0.907
C 1.220 -0.825 1.256
C -1.758 0.783 0.206
C -1.223 1.032 -1.017
H 0.921 -0.817 2.313
H 2.090 -0.177 1.157
H -2.826 0.988 0.337
H 1.482 -1.853 1.003
H -0.001 -0.250 1.057
H 0.782 1.335 -1.575
H -0.119 -1.350 -0.820
H 1.617 -0.776 -1.146
H -1.767 1.493 -1.827
```

Summary:
Largest force on an atom   0.0080 hartree/bohr
Frontier orbital gap   8.428 eV
HOMO   -7.94 eV
Energy relative to the best compared isomer or geometry (same formula, charge and spin)   104.36 kcal per mole

Here are the Löwdin charges for atoms 1 to 4, given in e: -0.12, -0.02, -0.02, -0.11

No. 2
The following is a DFT calculation (ωB97M-V/def2-TZVPD) of C7H11NOS in the gas phase.

XYZ file:
```
21
Properties=species:S:1:pos:R:3
S 0.823 -2.056 -0.211
O 1.498 0.054 1.478
N -0.408 -4.178 -1.697
C 0.586 0.676 -1.232
C -1.393 -0.325 0.004
C 0.451 1.018 1.255
C 0.049 -3.263 -1.127
C -0.258 -0.639 -0.906
C 0.568 1.693 -0.088
C -0.857 0.190 1.393
H 1.503 2.343 -0.077
H 2.354 0.521 1.412
H -0.574 -1.135 -1.825
H 0.470 1.743 2.118
H -1.895 0.446 -0.576
H 1.566 0.348 -1.514
H -0.675 -0.661 2.025
H -1.611 0.792 1.797
H -0.245 2.474 -0.205
H 0.158 1.121 -2.166
H -2.109 -1.161 0.142
```

Summary:
Largest force on an atom   0.0458 hartree/bohr
Frontier orbital gap   9.779 eV
HOMO   -9.27 eV
SMILES   N#CS[C@H]1CC[C@@H](O)CC1
Energy relative to the best compared isomer or geometry (same formula, charge and spin)   4.30 kcal per mole

Here are the Löwdin charges for atoms 1 to 4, given in e: 0.95, -0.11, 0.07, -0.17

What did we get for calculated total energy? Answer: -7827.7947; -21809.4422 eV, in the order shown.